Entry from the OMol25 dataset: C39H30BrCl2CsF10N6O2S as an isolated structure (ωB97M-V/def2-TZVPD).

As for the net charge: -2. The LUMO energy is 3.51 eV. As for the HOMO-LUMO gap: 5.108 eV. For the total energy, the calculation gives -6894.57630 a.u. The HOMO energy is -1.60 eV.

```
92
C39H30BrCl2CsF10N6O2S | the OMol25 dataset | ωB97M-V/def2-TZVPD
C -3.4272 4.1371 -1.6842
C 3.6146 -2.9953 1.1694
C 2.3746 -2.2764 1.2370
C -0.7064 2.0052 -3.8207
C 3.7134 -4.3627 0.9942
Cs -0.5184 -0.2153 -0.5337
Cl -3.6206 1.3376 3.0763
H 1.0427 4.0356 -6.8842
C -0.7813 4.5825 2.5294
C 2.4632 0.3540 -3.8935
C -2.7429 2.3818 -5.0381
C -2.6729 3.2273 -0.9577
F 4.9378 -4.9301 0.9355
C 0.0227 2.5074 -4.8851
H -2.7441 -0.2664 4.5423
C 2.8831 -0.5370 -6.6307
C -2.0151 3.7173 0.2368
H 3.5024 2.3326 -2.2905
C -1.5163 5.4795 1.8126
H -1.6371 -5.1464 -3.0802
N -2.2582 -2.8164 -0.7538
C -2.0030 2.8832 -6.1025
F 0.7950 -1.6312 -6.5415
H -0.1044 2.5300 2.6045
H 1.7827 0.9149 -0.2693
C 2.6022 -5.1704 0.8728
S -2.9957 1.2199 -2.5421
C -2.8114 -0.1942 3.4633
H -3.8228 2.3254 -5.0805
H 4.0034 -0.1557 0.7686
H -2.5164 3.2275 -6.9946
C 1.2679 -3.1879 1.1204
C 2.3540 1.7883 -0.5526
H -3.9553 3.8046 -2.5659
F 0.2469 -5.2923 0.8475
F 3.0711 -0.9352 -7.9163
H 1.6154 2.5743 -0.7737
H -0.1441 1.6620 -2.9583
H -0.2680 4.8608 3.4413
H -1.6184 6.5120 2.1304
F 2.7058 -6.5084 0.6698
Br -4.4637 -1.6598 0.3905
C 2.8952 1.3614 1.7634
H 1.8258 1.4112 2.0347
C -3.5494 5.4798 -1.2829
H 0.5987 2.5936 -7.7835
C -0.6142 2.9452 -6.0439
C 3.1069 3.5872 0.8638
H 3.8167 3.8582 1.6507
C 1.5412 -0.4595 -4.6383
H -3.4095 -0.9968 3.0456
H 3.8481 -0.4104 2.4940
N 2.1286 0.7218 -2.6716
F 4.9603 0.5633 -6.6084
C 1.3675 -4.5433 0.9430
H 1.1038 2.5341 -4.8063
C -3.6101 -4.5368 -2.4428
N -2.4724 1.9087 -1.2392
C 3.6323 0.6383 -4.6607
C 0.1945 3.4350 -7.2153
H -4.1507 6.1424 -1.8962
C 3.8221 0.2170 -5.9645
C -0.6881 3.2599 2.0509
O -4.3967 1.4320 -2.8547
O -2.5538 -0.1641 -2.4659
C -2.9452 5.9564 -0.1551
C -2.2225 -4.5117 -2.4301
H -0.5078 -3.5585 -1.5397
Cl -1.1920 -0.3257 2.7922
F 4.8067 -2.3446 1.2846
C -4.3153 -3.6922 -1.6016
C 3.2855 -0.1146 1.5959
C 1.7292 -0.8742 -5.9298
H -0.4110 4.0381 -7.8942
N 2.1353 -0.9862 1.3961
H 3.4599 1.7945 2.5951
H 3.3630 4.1558 -0.0321
C -1.5897 -3.6279 -1.5748
H 2.0987 3.9070 1.1854
C -2.1669 5.0683 0.6276
H -3.0437 6.9897 0.1572
H 3.9446 0.7882 -1.5710
C -3.5633 -2.8633 -0.7822
C 3.0859 1.4226 -1.8351
N -1.2659 2.8389 0.9573
F 0.4072 -0.8470 -4.0177
N 3.1908 2.1713 0.5845
F 0.0138 -2.6855 1.2343
C -2.0898 1.9353 -3.9020
H -5.3939 -3.6608 -1.5833
F 4.6456 1.3808 -4.1299
H -4.1414 -5.2027 -3.1114
```



Entry from the OMol25 dataset: one molecule with the formula C5H15N3 at a distorted geometry (ωB97M-V/def2-TZVPD).

As for the net charge: 0. The LUMO energy is 1.12 eV. As for the HOMO-LUMO gap: 8.822 eV. Its structure (SMILES) is C[C@@H](CN)NCCN. For the total energy, the calculation gives -363.64313 a.u. The HOMO energy is -7.70 eV.

```
23
C5H15N3 | the OMol25 dataset | ωB97M-V/def2-TZVPD
N 0.6826 2.0405 -0.7255
H 1.6178 -2.9135 0.6386
C -0.3537 1.0763 -1.1663
H 0.6911 0.3419 1.3158
C 1.3967 -1.9155 0.3490
N 1.4872 -1.6955 -1.0908
N -0.0118 -0.0924 0.9320
H 0.5450 2.8326 -1.2671
H -1.1518 1.6378 -1.7471
H -2.8251 1.2447 0.6315
H 1.5552 1.5868 -0.7576
H 1.6765 -2.4877 -1.5292
H -1.7935 2.6783 0.3807
H 0.5633 -1.2055 -1.4906
H 2.4493 -1.5294 0.7930
C 0.0391 -1.5525 1.0960
C -1.8165 1.6388 0.7409
H -1.7910 1.6912 1.7391
H 0.2694 -1.6337 2.1615
C -1.0196 0.5028 0.1063
H 0.1419 0.3233 -1.6111
H -1.5757 -0.4149 -0.1665
H -0.7766 -2.1544 0.6675
```



Entry from the OMol25 dataset: an isolated ion of composition C5H11N2O2 and charge +1 at a distorted geometry (ωB97M-V/def2-TZVPD).

As for the net charge: +1. The LUMO energy is -4.08 eV. As for the HOMO-LUMO gap: 9.499 eV. For the total energy, the calculation gives -456.70807 a.u. The HOMO energy is -13.58 eV.

```
20
C5H11N2O2 | the OMol25 dataset | ωB97M-V/def2-TZVPD
C -1.9622 -0.4667 -0.0047
H 0.5298 -1.3335 1.4441
O -1.6739 1.8113 -0.1747
H 1.7445 1.8274 0.7388
O -3.1469 -0.6109 -0.1001
H 2.5435 0.3237 0.8717
H -1.3091 -2.3619 0.7109
C -0.9654 -1.6301 0.0222
N -1.3350 0.6231 0.3274
H 1.1613 1.0329 1.9679
H 1.4994 -0.3028 -1.8213
H 1.2658 1.4777 -1.5796
H -0.9927 -1.9713 -1.0347
N 0.3633 -1.1821 0.4173
C 1.5739 0.9058 0.9906
H -1.7026 2.4040 0.6088
C 0.8126 0.5086 -1.4112
C 0.6323 0.2078 0.0607
H 1.0681 -1.6394 -0.1631
H -0.1068 0.3762 -1.8709
```



Entry from the OMol25 dataset: a 2-piece molecular cluster, C4H8IO2S overall at a distorted geometry (ωB97M-V/def2-TZVPD).

As for the net charge: -1. The LUMO energy is 2.97 eV. As for the HOMO-LUMO gap: 6.538 eV. For the total energy, the calculation gives -1003.60284 a.u. The HOMO energy is -3.57 eV.

```
16
C4H8IO2S | the OMol25 dataset | ωB97M-V/def2-TZVPD
H 0.8034 0.9459 1.2048
H 1.5064 1.3009 -0.3112
C 0.7254 0.6799 0.0778
S -0.8366 0.9969 -0.6013
H -0.3576 -1.3011 1.3458
C -1.4326 -0.6511 -0.4012
I 2.4654 2.9429 2.6898
H -1.7266 -1.0531 -1.4672
C -0.2136 -1.3841 0.2148
O -1.5876 1.8379 0.2878
H 1.8434 -1.0801 0.3158
H 0.9944 -0.7671 -1.2042
H -2.3906 -0.6871 0.2108
O -0.7836 1.3249 -1.9832
H -0.0396 -2.3931 -0.1062
C 1.0304 -0.7131 -0.2722
```



Entry from the OMol25 dataset: a 2-piece molecular cluster, C4H11NO2S overall at a distorted geometry (ωB97M-V/def2-TZVPD).

As for the net charge: -1. The LUMO energy (spin up / spin down) is 3.02 / 3.02 eV. As for the HOMO-LUMO gap (spin up / spin down): 2.114 / 9.227 eV. For the total energy, the calculation gives -762.38402 a.u. The HOMO energy (spin up / spin down) is 0.90 / -6.21 eV. As for the spin multiplicity: 2.

```
19
C4H11NO2S | the OMol25 dataset | ωB97M-V/def2-TZVPD
H 1.6006 -1.1867 2.6891
H -0.1877 1.3759 -0.7677
H 1.7397 2.0533 0.0508
H 0.2066 -1.7855 -0.5067
C -0.2208 -0.7957 -0.1587
O 1.0357 0.7642 1.2521
H -1.6140 -0.2443 -3.1346
C 0.6149 -0.4086 1.0484
N 1.0704 -1.4004 1.8379
H 0.5111 0.2441 -2.0170
S -1.9703 0.4293 -2.0443
C -0.2783 0.3128 -1.2712
H -1.2834 -0.9276 0.1770
O 1.4460 2.8892 -0.3473
H 0.9329 -3.4337 2.2922
H -0.2844 -2.9620 1.1552
H -0.5261 -2.5029 2.8446
H 0.8395 3.2060 0.3545
C 0.2343 -2.5757 2.0377
```



Entry from the OMol25 dataset: a 2-piece molecular cluster, C24H23N overall at a distorted geometry (ωB97M-V/def2-TZVPD).

As for the net charge: 0. The LUMO energy is -2.50 eV. As for the HOMO-LUMO gap: 2.980 eV. For the total energy, the calculation gives -982.96948 a.u. The HOMO energy is -5.48 eV.

```
48
C24H23N | the OMol25 dataset | ωB97M-V/def2-TZVPD
C 2.2576 -0.4122 -0.5712
C 3.9496 0.8277 0.6003
C 0.7057 2.8508 -3.8127
H -1.5473 -0.2601 -3.8203
C 3.4404 0.2835 -0.5739
C 2.0919 -0.1035 1.8107
H 1.6594 -0.3300 2.7644
H -1.6306 -1.0258 4.7373
C -1.7100 -2.5124 1.1991
H -3.8971 0.5913 -1.5765
H -4.6550 -2.3700 4.1018
C 0.7720 1.9410 -4.8513
C -0.6949 -1.0605 2.8292
C 0.3065 -1.3284 0.5444
C -2.8712 0.2243 -1.5175
C -0.0454 0.8260 -4.8369
C -1.9058 1.3504 -1.6202
H -0.0188 -0.2750 3.1028
H -3.4543 -2.3422 5.3903
C 1.5263 -0.6103 0.6210
H -3.4543 -3.5479 1.8406
C -1.0079 1.5239 -2.7272
H -1.7463 -2.9235 0.2045
H 5.1818 2.4080 -0.1317
C -1.9234 2.2527 -0.6423
H -2.7387 -0.5089 -2.3096
C -0.9219 0.6146 -3.8000
H 1.8815 -0.8257 -1.4914
H 5.4379 2.0266 1.5686
C -2.6377 -2.3553 3.4101
C -1.6441 -1.4421 3.7438
H 3.6652 1.0096 2.7048
H -3.7384 -3.8300 4.4916
H 0.0067 0.1187 -5.6480
C -0.6698 -1.6161 1.5320
H 1.3382 3.7233 -3.8225
C 5.2255 1.5921 0.5904
C -2.6673 -2.8665 2.1169
H 6.0635 0.9458 0.3270
C -0.1638 2.6505 -2.7691
N -1.9217 3.0804 0.2176
H 3.9921 0.4101 -1.4898
H -2.7570 -0.2967 -0.5656
C -3.6757 -2.7451 4.4009
H 1.4560 2.1008 -5.6686
H -0.2125 3.3653 -1.9652
H 0.0911 -1.7414 -0.4267
C 3.2618 0.6125 1.7884
```



Entry from the OMol25 dataset: C14H18Cl2ErN2S as an isolated structure at a distorted geometry (ωB97M-V/def2-TZVPD).

As for the net charge: -1. The LUMO energy (spin up / spin down) is 2.28 / 2.28 eV. As for the HOMO-LUMO gap (spin up / spin down): 4.869 / 4.885 eV. For the total energy, the calculation gives -2987.49933 a.u. The HOMO energy (spin up / spin down) is -2.59 / -2.60 eV. As for the spin multiplicity: 4.

```
38
C14H18Cl2ErN2S | the OMol25 dataset | ωB97M-V/def2-TZVPD
C -2.1583 -1.1516 -1.2150
H 3.2281 1.2805 6.1009
H 2.4779 2.6290 -1.2066
C -1.9382 -1.6378 -3.7269
C 0.1491 -2.0402 -2.3643
C 1.5437 0.4872 4.9411
H 0.3441 -0.6462 -0.6528
C -0.5263 -1.0991 -1.3924
C 3.3384 1.8825 4.0453
C -3.1027 -0.3173 -0.3023
C 0.9603 0.4080 3.7083
H -0.1605 -3.1210 -2.3180
H -3.5668 -0.8031 0.5570
H -0.0440 -0.6118 -4.0535
H -2.2573 -2.6841 -3.5416
H -0.0281 -2.3281 -4.6068
H -3.5171 -0.5813 -2.7713
H -2.3825 -1.4002 -4.6918
S 3.3035 2.4963 1.2583
H -3.6793 0.5396 -0.7050
C -0.3785 -1.6422 -3.7961
C 1.5064 1.0481 2.6007
H 1.1113 -0.0171 5.8157
Er -1.1119 0.2921 0.3200
Cl -1.3230 2.5602 -0.8221
C 1.9377 1.7566 0.4809
N 1.7447 1.9826 -0.8827
H 0.0348 -0.2039 3.5385
H 1.2738 -1.9458 -2.2988
C -2.4485 -0.6886 -2.6376
C 2.6935 1.8048 2.8061
H 4.2745 2.4223 4.0901
H 0.7777 2.3159 -1.1086
H -2.3463 -2.2483 -0.9505
N 1.1274 1.0408 1.2294
Cl -1.5524 -1.3162 2.1791
H -2.0403 0.3233 -2.7727
C 2.7351 1.2143 5.1459
```



Entry from the OMol25 dataset: C3H2FNO as an isolated structure at a distorted geometry (ωB97M-V/def2-TZVPD).

As for the net charge: 0. The LUMO energy is 0.97 eV. As for the HOMO-LUMO gap: 10.533 eV. For the total energy, the calculation gives -345.33088 a.u. The HOMO energy is -9.56 eV.

```
8
C3H2FNO | the OMol25 dataset | ωB97M-V/def2-TZVPD
H -0.1966 2.1603 0.1694
N 0.0963 -1.1793 -0.0261
C 1.2970 -0.6630 -0.0151
C -0.6406 -0.0934 0.0599
H 2.2165 -1.2012 0.2340
O 1.3701 0.7336 -0.0292
F -1.9712 -0.0276 -0.0115
C 0.0246 1.0356 -0.0254
```